86
Properties=species:S:1:pos:R:3:forces:R:3:mulliken_charge:R:1 method="wB97M-V/def2-TZVPD" gap_ha=0.3704 relative_energy_kcal_mol=25.06 charge=0 homo_energy_ev=-10.091
C 15.29422 18.65124 -9.96092 -0.8 0.3 0.0 -0.488
C 14.67284 20.04795 -10.32750 0.8 -1.1 -0.6 -0.303
O 13.29324 20.01605 -10.05070 -0.5 -0.2 1.0 -0.504
O 15.43661 18.53581 -8.53893 -0.1 0.0 -0.4 -0.512
H 16.24500 18.34732 -10.39880 0.2 0.9 -0.2 0.305
H 14.63189 17.86770 -10.32899 -0.4 0.1 0.0 0.292
H 14.67496 20.30183 -11.38752 1.1 -0.3 -0.3 0.322
H 15.22861 20.80994 -9.78107 -0.1 0.1 0.2 0.281
H 12.97643 20.92219 -10.06309 -0.2 0.0 0.1 0.290
H 14.77452 17.90397 -8.24909 0.0 0.1 0.2 0.317
C 12.67282 12.24700 -5.00790 -3.0 -1.8 1.3 -0.448
C 13.43853 10.98151 -4.60785 0.5 -0.3 0.2 -0.340
O 14.09903 10.95957 -3.33704 0.0 0.9 -0.2 -0.499
O 13.27162 13.42876 -4.93537 3.5 3.9 -0.1 -0.494
H 11.88737 12.48057 -4.28913 -1.1 -1.9 0.2 0.316
H 12.16670 12.20007 -5.97211 0.1 -1.0 -0.3 0.266
H 14.22526 10.76857 -5.33160 -0.1 0.0 -0.1 0.282
H 12.77497 10.12120 -4.52036 -0.5 0.1 -0.9 0.282
H 13.50657 11.37609 -2.70689 0.0 0.0 0.2 0.282
H 12.75435 14.00704 -4.37003 0.5 0.1 -0.2 0.352
C 16.32307 24.21885 -4.07243 -0.2 1.0 0.4 -0.429
O 15.52377 25.30796 -3.57424 -0.4 -0.3 -0.3 -0.509
H 17.30687 24.39903 -3.63911 0.2 -0.8 -0.2 0.220
H 15.83509 23.30464 -3.73453 0.3 0.0 0.1 0.188
H 16.39110 24.17767 -5.15953 -0.1 0.2 -0.1 0.235
H 15.62255 26.08830 -4.12461 0.1 -0.1 -0.1 0.294
C 14.44257 23.18068 -19.24411 -1.0 -0.1 -0.7 -0.481
O 15.17524 22.48724 -18.29868 1.2 -0.7 0.7 -0.499
H 15.13304 23.85373 -19.75239 -0.3 0.4 0.4 0.218
H 14.01806 22.57989 -20.04844 0.2 -0.6 -0.1 0.244
H 13.55168 23.62340 -18.79868 0.2 0.8 0.0 0.226
H 14.67383 21.84024 -17.79711 -0.3 0.1 -0.2 0.291
C 21.41474 23.37229 -10.87801 0.7 0.0 -0.1 -0.438
O 20.69777 24.44916 -11.40274 -0.9 0.9 -0.4 -0.501
H 22.01011 22.94852 -11.68675 0.1 -0.5 0.3 0.242
H 22.08757 23.75068 -10.10846 0.1 -0.2 0.2 0.203
H 20.74270 22.63529 -10.43835 0.0 0.0 -0.1 0.180
H 21.01216 24.64565 -12.28827 -0.1 0.0 0.1 0.314
C 10.15604 25.03137 -8.23915 0.8 0.0 0.3 -0.482
O 10.23227 24.88405 -9.63868 -0.5 -0.3 -0.4 -0.505
H 11.12994 24.78605 -7.81555 0.1 0.1 0.3 0.231
H 9.89020 26.04717 -7.94659 -0.2 0.0 0.1 0.238
H 9.46358 24.31243 -7.80130 -0.2 0.1 -0.4 0.215
H 10.78780 25.57110 -10.01412 0.0 0.0 0.1 0.303
C 20.30308 17.00464 -15.39570 0.2 0.1 -0.7 -0.514
O 21.36917 16.96336 -16.39918 -0.9 0.2 1.5 -0.487
H 20.49399 17.64630 -14.53551 0.6 0.0 0.0 0.244
H 19.41883 17.44897 -15.85261 -0.3 -0.4 -0.1 0.246
H 20.10800 16.00289 -15.01290 0.0 0.0 -0.3 0.219
H 21.64781 17.88166 -16.42549 0.4 0.0 -0.4 0.293
C 14.54477 26.62332 -13.96355 0.8 0.3 0.4 -0.457
O 14.16011 27.27607 -12.75665 -0.9 -0.2 0.0 -0.516
H 13.70151 26.40362 -14.61834 -0.2 0.4 0.4 0.207
H 15.24439 27.28531 -14.47386 0.0 -0.3 -0.4 0.234
H 15.02941 25.67392 -13.73582 0.1 -0.1 -0.1 0.230
H 14.92225 27.64474 -12.30406 0.1 -0.2 -0.2 0.302
C 8.99139 15.61964 -10.93589 1.7 -1.5 0.0 -0.488
O 8.57220 16.69518 -10.20237 -1.2 1.8 0.4 -0.487
H 8.26268 14.81532 -10.83516 0.1 0.1 -0.1 0.214
H 9.27891 15.77553 -11.97565 -0.7 0.4 -0.4 0.230
H 9.94794 15.33225 -10.49939 0.2 -0.9 0.1 0.235
H 9.16043 17.43630 -10.36462 0.0 0.1 0.1 0.296
C 21.87787 18.79602 -6.48595 0.4 0.3 -0.3 -0.495
O 21.05478 17.71031 -6.86128 -0.2 0.0 0.2 -0.494
H 21.31804 19.72768 -6.40417 0.0 0.1 0.0 0.249
H 22.41442 18.63300 -5.55127 -0.1 -0.2 0.2 0.221
H 22.62968 18.92467 -7.26463 0.1 0.1 0.0 0.204
H 20.14657 17.97993 -6.70617 0.0 -0.2 0.0 0.316
C 11.02090 19.74842 -4.11456 -0.4 1.0 0.3 -0.424
O 10.65170 18.54814 -3.51721 0.3 -1.5 0.4 -0.511
H 10.17291 20.10506 -4.69922 0.4 0.4 -0.4 0.219
H 11.25904 20.47766 -3.34023 -0.2 0.3 0.1 0.218
H 11.94361 19.67302 -4.68990 -0.3 -0.5 -0.3 0.188
H 9.69989 18.46965 -3.41975 0.1 0.3 -0.1 0.310
C 10.30300 19.75308 -15.86646 -0.8 0.7 -0.8 -0.469
O 11.37168 19.07459 -16.45872 1.2 -1.0 0.4 -0.503
H 9.42643 19.51477 -16.46891 -0.5 0.5 0.2 0.234
H 10.06009 19.49924 -14.83464 0.6 -0.5 0.0 0.212
H 10.54248 20.81572 -15.90572 -0.5 0.3 0.1 0.216
H 11.25456 19.06421 -17.41149 -0.1 0.0 0.1 0.310
C 14.68032 13.55370 -16.69095 0.1 0.2 0.7 -0.496
O 13.46977 13.88616 -17.33685 -0.1 -0.2 -0.2 -0.494
H 14.72203 12.48981 -16.45750 -0.2 0.0 -0.5 0.218
H 15.55262 13.86016 -17.26825 0.1 -0.2 -0.1 0.234
H 14.71630 14.03043 -15.71139 0.2 0.2 0.1 0.240
H 13.45877 14.84007 -17.44425 -0.1 0.0 0.0 0.297

95
Properties=species:S:1:pos:R:3:forces:R:3:mulliken_charge:R:1 method="wB97M-V/def2-TZVPD" gap_ha=0.3280 relative_energy_kcal_mol=60.81 charge=0 homo_energy_ev=-9.199
C -1.00252 -1.15563 -3.22759 -0.5 -0.3 0.0 -0.212
C -0.96495 0.25820 -3.76744 -1.1 -0.5 0.0 0.592
O -0.18624 0.30643 -4.94781 0.5 0.6 0.2 -0.577
H -1.77711 -1.32165 -2.50515 -0.7 0.4 0.6 -0.172
H -0.10115 -1.41243 -2.70028 0.6 -0.3 -0.2 -0.410
H -1.26770 -1.88312 -4.00106 0.5 0.0 -0.2 0.636
H -0.54793 0.91125 -3.01097 0.2 0.2 0.0 -0.756
H -1.99959 0.59426 -3.96722 0.4 0.0 0.0 0.339
H -0.52703 -0.37425 -5.52223 -0.1 -0.2 -0.4 0.375
C 0.10138 -0.26687 3.74981 -1.2 -2.2 6.3 0.205
O -0.20324 -0.42371 5.07417 1.2 1.4 -6.3 -0.799
N -0.31318 -1.12974 2.82816 -2.1 -1.6 0.6 0.072
N 0.91737 0.61707 3.22767 3.4 3.3 1.8 -0.267
H -1.15684 -1.59884 3.13716 0.5 -0.2 0.0 0.106
H -0.07415 -1.14821 1.81809 -0.3 0.4 1.4 0.318
H 1.31521 1.35552 3.87162 -0.4 -1.8 -0.8 0.308
H 1.17626 0.67624 2.21616 -0.4 -0.4 0.9 0.328
C -0.68107 3.57347 1.75759 -7.9 2.0 -1.8 0.421
O -1.76688 4.11728 1.13111 5.7 -2.3 2.4 -0.726
N 0.52907 4.11115 1.74699 3.7 4.3 -1.0 -0.463
N -0.79435 2.53477 2.55023 -0.5 -2.0 0.8 -0.132
H 0.66132 5.02850 1.17891 -1.0 -2.0 1.6 0.375
H 1.17722 4.05294 2.56152 -1.4 0.0 -0.7 0.236
H -1.71546 2.05830 2.65052 0.7 0.9 0.0 0.248
H 0.01078 1.94677 2.85599 -1.3 1.2 -0.5 -0.225
C 0.06307 0.18441 0.16528 -7.6 0.7 -4.7 -0.258
O -1.09919 0.74373 -0.39492 6.2 -2.8 3.4 -0.123
N 1.13743 0.77582 0.57566 3.4 3.8 -0.1 2.042
N 0.20327 -1.13946 0.30243 -0.6 -2.3 -1.5 1.064
H 1.23228 1.79715 0.42488 -0.3 -0.9 -0.1 -0.986
H 2.00833 0.29723 0.27897 0.0 0.2 0.1 -0.585
H -0.63531 -1.72026 0.24314 0.3 0.5 -0.6 -0.341
H 1.06104 -1.67423 0.57312 -0.5 1.3 -0.2 0.222
C 3.73285 3.11987 0.11650 3.1 -0.8 -4.8 0.418
O 4.43715 2.58211 -0.96418 -3.1 1.9 5.6 -0.828
N 2.51947 3.53555 0.03969 -4.3 0.2 -1.3 -0.001
N 4.24316 3.48728 1.27695 3.4 -0.7 1.8 -0.271
H 2.03803 3.31406 -0.85620 0.6 0.3 0.4 0.383
H 1.90865 3.92143 0.82290 1.7 -1.2 -1.7 0.072
H 5.20936 3.22342 1.36113 0.2 0.2 0.5 0.304
H 3.77210 3.91336 2.07193 0.1 -0.3 -0.8 0.164
C -3.46323 0.72649 1.84180 -0.4 -1.3 0.3 -0.288
O -3.35992 1.56950 3.00397 0.3 0.8 -2.2 -0.545
H -2.49240 0.28267 1.55837 -0.3 0.6 0.0 -0.198
H -3.97354 1.11150 0.96288 0.5 1.0 0.1 0.033
H -4.13575 -0.09408 2.06777 -0.1 -0.5 0.3 0.608
H -3.63705 1.06177 3.73211 -0.4 -0.8 1.5 0.294
C -2.14215 -3.93149 0.59296 0.0 -2.8 2.0 -0.849
O -2.03583 -2.56342 0.81820 -1.0 1.1 1.3 -0.397
H -1.25026 -4.42550 1.12960 -1.1 0.3 -1.2 0.245
H -2.18623 -4.13091 -0.48101 0.2 0.0 0.3 0.331
H -3.05055 -4.42789 1.09755 1.0 1.0 -0.9 0.265
H -2.41854 -2.31749 1.69702 0.5 -0.4 -1.1 0.152
C -4.46672 -2.33134 -1.19339 0.3 -1.6 1.5 -0.789
O -4.13197 -1.33334 -0.31100 -1.3 1.6 0.0 -0.439
H -4.91742 -3.17055 -0.66627 -0.3 -0.4 0.1 0.285
H -3.60883 -2.72077 -1.67889 0.9 -0.3 -0.9 0.200
H -5.16087 -2.00602 -1.87197 -1.6 1.0 -1.9 0.374
H -3.32382 -1.61513 0.06081 1.5 0.0 0.7 0.386
C 0.44008 -4.21994 -1.81548 -3.6 -1.5 1.7 -0.713
O 0.32098 -5.64775 -1.79470 -0.1 0.1 0.1 -0.607
H 0.04728 -3.88933 -2.72752 -0.8 0.4 -1.4 0.442
H 1.40386 -3.92773 -1.80722 3.4 1.1 0.5 0.502
H -0.19437 -3.76755 -0.99353 1.1 -0.2 -0.9 -0.023
H 0.40293 -5.98196 -0.89241 0.1 0.2 -0.2 0.315
C 2.50277 -0.22813 -2.13266 1.4 -1.3 -0.2 -0.351
O 3.38788 0.04893 -1.01036 -2.7 -4.7 0.1 -0.524
H 3.06822 -0.06689 -3.02716 0.5 -0.1 -0.7 0.604
H 1.70860 0.45661 -2.22857 -1.3 0.8 0.5 -0.091
H 2.10501 -1.30631 -2.23543 0.8 1.6 1.0 -0.053
H 3.71582 0.90308 -1.03371 1.4 3.6 -0.7 0.248
C 2.07737 -3.74975 1.17148 0.4 -1.8 -1.1 -0.446
O 2.20576 -2.46371 1.61326 0.7 2.4 1.3 -0.553
H 2.48621 -4.37543 1.92688 0.4 -1.2 0.3 0.481
H 2.56579 -3.96613 0.17223 -0.1 0.7 1.2 0.183
H 1.04605 -4.03085 1.01964 -0.7 -0.1 0.1 -0.102
H 2.32062 -2.38114 2.59817 -0.3 -0.3 -1.6 0.290
C -3.71211 1.63437 -2.17361 1.1 -0.9 0.3 -0.398
O -4.32871 1.54259 -3.42875 0.0 0.7 -0.7 -0.558
H -4.35454 1.99078 -1.36179 0.1 0.1 -0.2 0.370
H -2.83596 2.25251 -2.30719 0.0 0.5 0.3 0.099
H -3.30225 0.64624 -1.93822 -0.1 0.1 0.6 0.167
H -5.13009 1.06995 -3.28724 -1.0 -0.6 -0.1 0.316
C 0.04505 3.46516 -1.76403 -1.8 0.0 -2.3 -0.404
O 1.31828 3.08111 -2.24119 0.8 0.3 2.1 -0.759
H -0.01637 4.55796 -1.78595 -0.1 -0.2 0.3 0.312
H -0.32143 3.02709 -0.84350 0.8 -0.1 0.5 -0.331
H -0.70949 3.06458 -2.46484 0.1 0.5 0.1 0.481
H 1.42978 2.68268 -3.07810 -0.6 -0.6 -1.4 0.369
C 4.43135 0.18273 1.85258 0.8 0.9 -2.2 -0.181
O 4.96061 0.28158 3.10498 0.7 -1.0 2.2 -0.590
H 3.56665 0.81689 1.78490 -0.6 0.4 -0.5 -0.227
H 4.14893 -0.81189 1.58463 -0.2 -0.8 0.4 0.300
H 5.19084 0.45452 1.07340 -0.7 0.1 0.3 0.341
H 5.12273 1.18196 3.36729 0.0 0.4 -0.1 0.330

120
Properties=species:S:1:pos:R:3:forces:R:3:mulliken_charge:R:1 method="wB97M-V/def2-TZVPD" gap_ha=0.2659 relative_energy_kcal_mol=198.97 charge=0 homo_energy_ev=-8.148
C 5.08079 0.17083 0.71458 2.1 2.8 2.3 0.731
O 4.00647 0.61984 0.83337 -4.9 3.3 1.3 -0.710
N 6.24433 0.58726 1.19893 2.3 1.7 1.6 -0.482
N 5.27070 -0.81674 -0.00656 1.2 -7.5 -5.6 -0.180
H 6.32637 1.23693 1.96789 -0.1 -0.2 -0.2 0.258
H 6.99534 -0.06419 1.02089 0.2 0.7 0.7 0.115
H 6.20637 -1.16914 -0.14947 -0.6 -0.4 -0.2 0.169
H 4.45948 -1.32982 -0.32085 0.2 -0.1 -0.2 0.139
C 0.06071 0.15870 0.01364 -2.3 0.3 -0.1 -0.282
O 1.19734 0.17693 0.38125 4.4 -0.2 1.0 -0.161
N -0.23549 0.29116 -1.28575 0.0 0.2 -0.7 2.124
N -0.92564 0.02850 0.86519 -1.7 0.2 0.5 1.922
H -1.17393 0.13925 -1.62687 0.4 -0.1 -0.4 -0.510
H 0.62400 0.36928 -1.81041 -0.7 0.0 -0.7 -0.683
H -0.74056 -0.28617 1.80690 -0.2 0.3 0.2 -0.525
H -1.87261 0.20450 0.56124 0.0 -0.3 0.5 -0.791
C -1.60098 -3.90090 0.60704 -2.4 1.0 -3.1 0.338
O -2.65732 -4.55578 0.48833 0.8 1.1 0.2 -0.796
N -0.60689 -4.29843 1.31948 3.0 -2.5 3.2 -0.081
N -1.26824 -2.76073 -0.07316 -0.9 0.1 -0.3 0.790
H -0.74615 -5.17993 1.79241 0.2 0.2 0.1 0.261
H 0.18368 -3.72571 1.57849 0.0 -0.1 -0.1 0.032
H -0.37061 -2.30587 0.01319 -0.3 -0.4 0.2 -0.316
H -1.94654 -2.34907 -0.69809 -0.1 0.0 0.0 0.027
C -3.17757 3.71298 2.55629 -1.1 -0.9 2.2 0.480
O -3.55027 3.52902 3.73890 0.4 -1.7 -0.7 -0.755
N -2.71333 4.89415 2.30359 1.7 3.7 -1.8 -0.323
N -3.21013 2.87269 1.51473 -0.8 -1.5 0.1 0.091
H -2.66868 5.17820 1.33539 0.5 0.3 0.2 0.176
H -2.36453 5.45788 3.06560 -0.5 0.0 -0.4 0.208
H -3.52694 1.93261 1.70442 -0.1 0.1 0.0 0.368
H -2.86792 3.06705 0.58456 0.2 0.5 0.5 0.066
C 0.76605 1.55502 -5.63244 -0.7 3.7 -3.0 0.588
O 0.38732 2.66192 -6.07782 -0.3 -1.4 1.0 -0.732
N 1.02218 0.52235 -6.42744 0.2 -1.6 -2.0 -0.332
N 1.12089 1.26683 -4.42987 0.6 -0.1 3.9 0.708
H 1.66127 -0.12136 -5.98326 -0.7 -0.8 -1.0 0.183
H 0.36380 0.35687 -7.17527 0.7 -0.4 -0.1 0.222
H 1.12438 1.99141 -3.72627 0.1 0.6 0.4 0.207
H 1.41618 0.33285 -4.18370 0.0 0.7 -0.1 -0.647
C -4.13024 -0.97413 1.70342 -2.8 1.1 1.3 0.484
O -3.78254 0.21763 1.64779 0.7 -1.1 -1.1 -0.825
N -3.73029 -1.85099 2.59837 2.1 -0.5 0.7 -0.217
N -5.26107 -1.41632 1.13869 -1.9 0.0 -2.0 -0.331
H -4.26919 -2.68976 2.76006 0.7 0.1 0.0 0.176
H -2.79106 -1.65108 2.91142 -0.1 0.0 0.7 0.047
H -5.55712 -2.38171 1.16032 0.4 0.2 -0.1 0.159
H -5.91533 -0.78219 0.70289 0.4 0.0 0.0 0.291
C -3.66891 -0.68689 -2.13199 0.1 1.6 0.8 0.376
O -3.16447 -1.68241 -1.73164 1.2 -3.5 0.7 -0.702
N -3.86918 -0.37433 -3.36875 0.0 -0.1 -5.6 -0.379
N -3.98253 0.30170 -1.34574 -1.2 2.8 3.2 0.020
H -3.42284 -0.97205 -4.04964 -0.1 -0.3 -0.2 0.288
H -4.19921 0.51208 -3.72294 -0.1 -0.4 0.5 0.134
H -4.10229 1.24503 -1.68616 0.0 -0.4 0.3 0.225
H -3.92880 0.16073 -0.34707 0.0 0.3 0.1 -0.368
C 2.82023 -0.26296 4.18753 -0.5 -3.9 0.5 0.467
O 2.69177 -0.94608 5.18967 0.2 -0.4 1.8 -0.831
N 2.64410 0.98646 4.07379 -0.7 6.3 0.6 -0.427
N 2.99280 -0.79015 3.01210 1.2 -3.0 -3.0 0.172
H 2.61450 1.25666 3.10106 -0.4 0.9 0.5 0.266
H 1.99370 1.37926 4.73921 0.2 0.5 -0.1 0.270
H 2.81688 -1.77961 2.91151 0.2 0.1 -0.1 0.160
H 2.99401 -0.22592 2.17440 -0.2 -0.4 0.1 -0.243
C 1.43791 2.84847 -1.44071 -1.7 3.3 -3.0 0.478
O 1.07434 3.21654 -2.57295 -0.7 -0.2 -0.1 -0.811
N 0.80321 3.25113 -0.36801 -1.3 0.4 2.6 -0.207
N 2.56526 2.26425 -1.24956 3.7 -3.0 1.1 -0.189
H 1.23044 3.11066 0.53634 -0.3 0.0 -0.1 0.121
H -0.00420 3.85509 -0.42657 0.1 -0.2 -0.2 0.178
H 2.58954 1.65465 -0.44464 0.5 -0.2 0.3 -0.139
H 3.12895 1.93441 -2.01999 -0.5 0.2 0.0 0.196
C 3.86784 -0.69703 -3.72282 -1.3 -1.4 0.5 0.330
O 2.66545 -0.73989 -3.43221 0.4 -0.7 0.3 -0.533
N 4.69052 -1.75549 -3.75270 -0.2 -1.5 0.3 -0.482
N 4.54636 0.35485 -4.05398 0.7 3.2 -0.5 -0.364
H 4.28655 -2.64459 -3.49504 0.7 0.1 0.0 0.210
H 5.66554 -1.49399 -3.71994 -0.1 -1.3 0.2 0.150
H 5.51012 0.19265 -4.30885 -0.4 1.0 -0.2 0.132
H 4.08283 1.25208 -4.06892 0.4 0.0 -0.3 0.259
C -0.79512 -1.78939 4.29177 1.5 0.5 0.7 0.987
O -1.17768 -0.80135 3.72247 -0.7 2.8 -1.9 -0.895
N -1.32581 -2.92760 4.07944 -4.0 -5.7 -1.7 -0.392
N 0.18229 -1.91291 5.12259 3.1 0.3 3.0 -0.234
H -2.04366 -3.02016 3.37502 0.4 -0.3 0.4 -0.135
H -1.07735 -3.78420 4.55337 0.1 0.4 -0.2 0.222
H 0.97099 -1.29309 5.24034 0.0 0.6 0.1 0.252
H 0.38007 -2.82072 5.51866 0.0 0.3 -0.2 0.190
C -0.86309 -2.54712 -4.03227 -1.2 -0.4 -1.0 0.533
O -1.90210 -2.73307 -4.60341 -2.1 0.3 -0.8 -0.724
N -0.13758 -1.48791 -3.99940 0.5 7.2 -1.7 0.246
N -0.21242 -3.38766 -3.32519 2.8 -6.7 3.0 -0.219
H -0.66188 -0.65453 -4.22452 0.6 0.3 -0.3 0.126
H 0.80316 -1.34324 -3.66149 -0.5 -0.5 0.2 -0.230
H -0.41398 -4.36946 -3.44985 -0.3 0.0 0.1 0.255
H 0.78199 -3.21190 -3.30628 -0.2 -0.3 0.4 0.064
C -0.85001 2.22844 5.88034 -2.0 0.8 2.5 0.475
O -0.51935 1.50885 6.78804 2.1 -0.7 2.0 -0.674
N -1.28670 3.48632 6.02345 0.4 2.6 1.8 -0.378
N -1.09548 1.81529 4.70892 -0.1 -2.4 -6.1 0.060
H -1.87850 3.94168 5.34337 0.0 -0.2 0.2 0.201
H -1.21365 3.83499 6.96854 -0.4 0.2 -0.3 0.228
H -0.86375 0.86645 4.45181 -0.3 -0.1 0.2 -0.083
H -1.84034 2.24093 4.17590 0.1 0.1 -0.1 0.159
C -2.93161 3.99335 -1.75782 0.1 0.9 -1.2 0.599
O -2.46917 4.55757 -0.81240 1.6 0.4 2.4 -0.666
N -3.83895 4.52036 -2.53697 -3.2 0.9 -2.3 -0.380
N -2.55732 2.82727 -2.30908 1.2 -2.1 0.8 -0.092
H -4.07463 3.87278 -3.27535 -0.6 1.3 -0.3 0.066
H -4.30294 5.41641 -2.49333 0.3 -0.3 0.5 0.220
H -3.09941 2.51090 -3.10038 1.1 -0.1 0.0 0.235
H -1.56397 2.65955 -2.23682 0.1 -0.6 -0.3 -0.234
C 2.61406 -3.18823 0.51539 -1.5 -0.9 1.0 0.446
O 2.20957 -3.18052 1.68140 0.6 0.0 -0.5 -0.835
N 2.53176 -2.24396 -0.37452 -0.4 4.9 -1.7 0.879
N 3.05241 -4.23428 -0.14930 1.4 -4.2 0.3 -0.318
H 2.56584 -2.41375 -1.36957 -0.1 0.0 0.4 -0.046
H 2.23245 -1.31355 -0.11989 -0.4 0.5 0.2 -0.695
H 3.06977 -5.10984 0.35389 0.2 0.0 -0.4 0.290
H 3.37527 -4.16105 -1.10350 -0.1 -0.4 0.6 0.061